1.
DFT (the ωB97M-V functional and the def2-TZVPD basis) results for a cluster of 3 separate species, C24H34BF2N4O3P in total.

Values from the calculation:
* E_HOMO: -8.63 eV
* orbital gap: 0.3062 hartree
* lowest unoccupied orbital energy: -0.294 eV
* total charge: 0

Element x y z (Å)
C 1.37258 2.84911 1.07575
C 2.58956 2.03740 0.60062
C 2.31261 1.22639 -0.66088
C 1.26333 0.14069 -0.48172
C 1.71147 -1.00739 0.41595
C 0.59810 -2.05112 0.57453
C -0.50622 -1.56431 1.50585
C -1.82454 -2.37028 1.30506
C -2.85062 -1.53805 0.62891
N -3.88316 -0.82072 1.23339
C -4.61041 -0.17694 0.31537
B -5.87654 0.73324 0.68502
N -5.69331 1.81127 1.67915
O -7.08597 0.49854 0.14840
N -4.05995 -0.43000 -0.88316
P -4.50082 0.16411 -2.47029
N -5.83282 0.96730 -2.49182
C -2.96596 -1.27994 -0.69727
C -2.16325 -1.67932 -1.91026
O -1.67460 -0.68881 -2.48443
O -2.12937 -2.87352 -2.21773
H 1.60835 3.90123 1.19187
H 1.04052 2.47452 2.04147
H 0.53663 2.76258 0.38702
H 3.37841 2.75123 0.36999
H 2.97536 1.42083 1.40330
H 1.93508 1.92822 -1.40530
H 3.25173 0.83689 -1.04969
H 1.04220 -0.28256 -1.45612
H 0.35600 0.59605 -0.09317
H 2.53484 -1.51268 -0.08589
H 2.04128 -0.67770 1.39911
H 1.04193 -2.92561 1.04501
H 0.22083 -2.32632 -0.40440
H -0.72411 -0.51334 1.34140
H -0.20683 -1.68255 2.54302
H -1.65771 -3.25812 0.70653
H -2.21391 -2.68712 2.27065
H -4.04365 -0.80941 2.22488
H -5.21762 2.60370 1.25046
H -5.05116 1.51852 2.40966
H -7.48865 1.33833 -0.10751
H -3.39331 0.93183 -2.81273
H -4.52876 -0.99745 -3.24782
H -6.51319 0.49594 -3.07301
F 4.53676 2.95048 2.89322
C 4.37930 4.22942 3.28273
C 4.17305 4.50258 4.61972
C 4.01264 5.82261 5.01448
C 4.05225 6.84321 4.07455
C 4.25718 6.54387 2.73481
C 4.42659 5.22779 2.33075
H 4.13938 3.69138 5.33456
H 3.85648 6.05414 6.05933
H 3.92381 7.87084 4.38656
H 4.28517 7.33709 2.00017
H 4.59427 4.97286 1.29275
F 1.60215 -4.49024 -1.43175
C 1.39109 -4.99188 -2.67077
C 2.32281 -5.86194 -3.20067
C 2.10519 -6.37898 -4.46964
C 0.97313 -6.01506 -5.18542
C 0.05353 -5.13448 -4.62937
C 0.25534 -4.61717 -3.35869
H 3.20146 -6.12639 -2.62688
H 2.82155 -7.06668 -4.89896
H 0.80846 -6.41765 -6.17635
H -0.82767 -4.84555 -5.18602
H -0.45830 -3.93489 -2.90823

natural (NBO) atomic charge list, values in e, 5 entries: -0.62 -0.40 -0.38 -0.40 -0.40

2.
DFT (the ωB97M-V functional and the def2-TZVPD basis) results for a structure of composition C24H34CeN8O2S2.

Values from the calculation:
* E_HOMO (alpha / beta): -12.98 / -12.97 eV
* relative energy (zero: lowest compared OMol25 entry of this formula, charge and spin): 213.55 kJ/mol
* orbital gap (alpha / beta): 0.2028 / 0.2027 hartree
* lowest unoccupied orbital energy (alpha / beta): -7.459 / -7.456 eV
* total charge: +2

Element x y z (Å)
Ce -0.55708 -0.19925 0.89947
C 0.07830 1.92797 4.08440
N 0.23684 1.93658 2.60369
C -0.56268 3.05913 2.05681
C -2.02594 2.69873 1.98155
N -2.33724 1.75009 0.86334
C -3.67531 1.15687 1.14272
C -2.33321 2.44774 -0.43075
C -3.46361 3.14697 -0.83777
C -3.50933 3.79214 -2.06324
C -2.41246 3.74825 -2.91470
C -1.27804 3.06764 -2.52187
C -1.21063 2.41255 -1.27864
S 0.31290 1.66391 -0.87537
C 1.62158 1.93305 2.16942
C 2.17701 3.04823 1.54515
C 3.42719 3.00405 0.95387
C 4.17560 1.83377 0.97449
C 3.68726 0.74456 1.67042
C 2.42507 0.77405 2.27968
S 2.05034 -0.56211 3.39859
H 0.29325 2.92393 4.47716
H 0.74940 1.21455 4.54110
H -0.93699 1.64604 4.35702
H -0.21079 3.30050 1.06101
H -0.45542 3.95485 2.67236
H -2.60796 3.61198 1.85173
H -2.34971 2.22537 2.90737
H -4.40041 1.91933 1.41978
H -3.59498 0.45806 1.97478
H -4.03271 0.62419 0.26718
H -4.33269 3.20234 -0.19435
H -4.40423 4.32999 -2.34765
H -2.44053 4.24847 -3.87340
H -0.40393 3.04058 -3.16111
H 1.62332 3.97568 1.50736
H 3.81833 3.89465 0.47889
H 5.15114 1.79230 0.50928
H 4.30107 -0.14007 1.79422
N -1.45972 -2.89334 4.09377
C -0.58954 -2.21280 3.39066
O -0.82277 -1.00865 3.05524
C 0.69890 -2.90748 2.98909
C 1.75141 -2.00883 2.33021
H -2.32957 -2.46718 4.38099
H -1.28307 -3.84981 4.36257
H 0.43224 -3.72991 2.31917
H 1.11756 -3.36602 3.88597
H 1.48930 -1.68687 1.32752
H 2.68697 -2.54618 2.21412
O -1.40531 -2.21498 0.78463
N -2.35495 -1.51211 0.72101
C -0.05599 -4.02644 -4.77963
C 1.40999 -3.60558 -4.76337
C 2.24848 -4.50518 -3.86049
C 1.57907 -2.12906 -4.42106
N 1.05886 -1.78707 -3.06532
C -0.16716 -1.46181 -2.67342
N -0.13449 -1.30201 -1.37103
N 1.14438 -1.51993 -0.98829
N 1.86909 -1.81631 -2.00329
H -0.15304 -5.04150 -5.16408
H -0.66767 -3.37863 -5.41553
H -0.48426 -4.03409 -3.77054
H 1.79815 -3.67708 -5.78278
H 1.92107 -4.44368 -2.81765
H 3.30866 -4.24573 -3.89519
H 2.14910 -5.54657 -4.16821
H 1.04635 -1.48920 -5.12140
H 2.62510 -1.83564 -4.40960
H -1.01986 -1.35797 -3.32810

Löwdin atomic charge list, values in e, 5 entries: 1.00 -0.03 -0.18 -0.18 -0.13

3.
DFT (the ωB97M-V functional and the def2-TZVPD basis) results for a structure of composition C24H34Cl3FeN3O3PSi.

Values from the calculation:
* E_HOMO (alpha / beta): -7.24 / -7.35 eV
* relative energy (zero: lowest compared OMol25 entry of this formula, charge and spin): 597.81 kJ/mol
* orbital gap (alpha / beta): 0.2041 / 0.2021 hartree
* spin multiplicity: 6
* lowest unoccupied orbital energy (alpha / beta): -1.686 / -1.851 eV
* total charge: 0

Element x y z (Å)
Fe 0.02257 -0.11853 -0.09339
C 2.82459 -1.55730 -0.16148
N 1.43419 -2.03013 -0.30141
C 1.36886 -2.82417 -1.56197
C 0.03126 -2.85553 -2.29495
C -0.47196 -1.47147 -2.70359
N -1.13107 -0.80359 -1.58119
C -2.42382 -0.60497 -1.74655
C -3.10342 0.12685 -0.66632
C -4.20905 0.92021 -0.86466
C -4.56764 2.04012 -0.11297
C -3.71411 2.91701 0.59619
C -2.34478 2.93948 0.74164
C -1.38734 1.86242 0.59867
O -0.18773 2.02333 0.29389
C 1.16799 -2.87082 0.88535
C -0.19657 -3.55292 0.98846
C -1.44294 -2.65082 0.95406
N -1.15758 -1.27824 1.45749
C -0.88288 -1.22565 2.79153
C -0.14725 -0.25517 3.41710
C -0.31020 -0.03514 4.82936
C 0.29313 1.00728 5.43054
C 1.14479 1.87598 4.66682
C 1.41722 1.65796 3.35784
C 0.82576 0.54634 2.67310
O 1.18531 0.20759 1.52566
H 3.51767 -2.40823 -0.17914
H 2.94338 -1.01585 0.77475
H 3.05411 -0.88256 -0.98239
H 1.70198 -3.84915 -1.34598
H 2.10175 -2.38891 -2.24356
H -0.74964 -3.34448 -1.71218
H 0.18074 -3.45811 -3.19443
H -1.17814 -1.57497 -3.52863
H 0.36629 -0.85705 -3.04239
H -2.81330 -0.50709 -2.75031
H -4.80106 0.72557 -1.75527
H -5.56396 2.42922 -0.28815
H -4.20150 3.83073 0.91964
H -1.89318 3.89875 0.98141
H 1.31109 -2.22532 1.75565
H 1.93446 -3.65683 0.94648
H -0.16904 -4.10167 1.93440
H -0.31416 -4.29879 0.20085
H -2.24450 -3.09531 1.54980
H -1.82777 -2.55830 -0.05628
H -1.38985 -1.98046 3.39756
H -0.97330 -0.68691 5.38643
H 0.12742 1.20142 6.48099
H 1.59809 2.72693 5.16141
H 2.09436 2.28865 2.79791
C 3.02621 2.79096 -0.94222
P 2.13177 1.86853 -2.19645
C 3.35384 1.20460 -3.34017
C 1.20239 3.06564 -3.13246
O 1.33793 0.76279 -1.58038
H 3.64607 3.57436 -1.37997
H 3.64489 2.10263 -0.36489
H 2.27791 3.23289 -0.28146
H 3.92695 1.99786 -3.82234
H 2.81824 0.63575 -4.10235
H 4.03510 0.53613 -2.81161
H 1.88260 3.78887 -3.58829
H 0.48677 3.55797 -2.47345
H 0.62160 2.54693 -3.89508
Cl -3.52782 0.32373 2.52155
Si -2.20608 0.12328 0.93877
Cl -3.62977 -2.63622 -1.54743
Cl -1.87788 2.32190 -2.32960

natural (NBO) atomic charge list, values in e, 5 entries: 1.43 -0.42 -0.52 -0.21 -0.41

4.
DFT (the ωB97M-V functional and the def2-TZVPD basis) results for the ion C24H34N4O2S with charge +2.

Values from the calculation:
* E_HOMO: -14.77 eV
* orbital gap: 0.2974 hartree
* lowest unoccupied orbital energy: -6.681 eV
* total charge: +2

Element x y z (Å)
C -5.99969 -2.91941 1.17067
C -5.20604 -1.94980 0.40208
N -5.79844 -0.85353 -0.06752
C -5.09829 -0.00454 -0.76666
C -3.72399 -0.16807 -1.04889
C -3.20476 -1.33928 -0.51486
N -3.91311 -2.19475 0.18354
N -1.80355 -1.77406 -0.62746
H -1.80081 -2.74696 -0.28675
H -1.16124 -1.18693 0.05192
H -1.43913 -1.74372 -1.58327
C -3.01664 0.83862 -1.92242
N -1.81373 1.41850 -1.34600
C -0.63370 1.35798 -1.95673
S 0.60889 2.07966 -1.08660
C -0.50547 2.48203 0.17374
C -1.77587 2.08191 -0.14603
C -3.00107 2.31553 0.65630
H -3.81602 2.66222 0.02412
H -2.81443 3.07297 1.41182
H -3.32645 1.40675 1.16110
C -0.01844 3.03026 1.46961
H 1.00121 3.40235 1.35997
H -0.64707 3.85691 1.80490
C -0.04312 1.94641 2.56342
H 0.27762 2.37929 3.51196
H -1.04561 1.52122 2.66409
O 0.88990 0.89259 2.30874
C 0.56710 -0.12998 1.56495
O -0.52172 -0.20071 0.97648
C 1.64720 -1.14201 1.43327
H 2.32629 -1.05723 2.27736
H 1.21304 -2.14296 1.41326
C 2.42100 -0.90827 0.10866
C 3.27841 0.36353 0.12775
C 4.44040 0.24716 1.11323
C 5.31528 -0.94610 0.72926
C 5.87549 -0.72990 -0.67544
C 4.71985 -0.60512 -1.66650
C 3.88694 -1.88571 -1.64127
H 4.51108 -2.73600 -1.91511
C 3.32288 -2.10305 -0.23453
C 4.47917 -2.22434 0.75652
H 5.10032 -3.07470 0.47415
H 4.10710 -2.41528 1.76430
H 2.72970 -3.02478 -0.21977
H 3.07487 -1.82257 -2.37148
C 3.84093 0.58515 -1.27861
H 4.43254 1.50086 -1.29687
H 3.02541 0.69961 -2.00209
H 5.11503 -0.44819 -2.67380
H 6.51309 -1.56884 -0.95505
H 6.48639 0.17331 -0.69938
H 6.13861 -1.03441 1.44220
H 5.03162 1.16302 1.07478
H 4.07751 0.13988 2.13666
H 2.65382 1.22534 0.40886
H 1.67077 -0.80863 -0.69282
H -0.49676 0.91121 -2.92411
H -2.74310 0.37784 -2.87689
H -3.72196 1.64736 -2.14326
H -5.63770 0.85731 -1.13730
H -6.68573 -3.43310 0.49567
H -5.36098 -3.65108 1.65445
H -6.62064 -2.39943 1.89720

natural (NBO) atomic charge list, values in e, 5 entries: -0.67 0.48 -0.40 0.14 -0.18

| no. | E (eV) |
| --- | --- |
| 1 | -52943.8920 |
| 2 | -76039.8346 |
| 3 | -125175.1354 |
| 4 | -46317.7774 |